Record 1
{
  "formula": "CHNOS2",
  "method": "ωB97M-V with the def2-TZVPD basis set",
  "species": ["C", "N", "O", "S", "S", "H"],
  "coordinates": [[0.2833, -0.3086, 0.8854], [-1.0779, 2.4407, 0.3086], [-1.4241, 3.5218, -0.1069], [1.1622, -1.0255, 1.9438], [-1.4308, 1.5761, 1.5376], [0.1609, -0.2810, -0.1765]],
  "atomic_forces_ev_per_a": [[-0.7, 0.8, 1.7], [1.5, 0.7, -3.0], [-0.5, 0.3, 0.6], [-0.5, 0.4, -0.6], [0.3, -2.5, 1.9], [-0.1, 0.2, -0.6]],
  "nbo_charge": [-0.297, -0.184, -0.342, 0.284, 0.333, 0.207],
  "de_lowest_kcal_mol": 103.3,
  "e_homo_ev": [-7.6, -7.6],
  "orbital_gap_ev": [6.14, 6.14],
  "total_energy_ha": -964.86842
}

Record 2
{
  "formula": "C8H15N3O4S",
  "method": "ωB97M-V with the def2-TZVPD basis set",
  "species": ["N", "C", "O", "C", "C", "C", "N", "C", "O", "C", "N", "C", "S", "C", "O", "O", "H", "H", "H", "H", "H", "H", "H", "H", "H", "H", "H", "H", "H", "H", "H"],
  "coordinates": [[4.2759, 0.9902, 0.2926], [3.8821, -0.2051, 0.9212], [4.4997, -0.4672, 1.9663], [2.8788, -1.2192, 0.3647], [1.7509, -0.7799, -0.5365], [0.7653, 0.4457, -0.1031], [-0.5376, -0.0866, -0.4775], [-1.7011, 0.4061, -0.0552], [-1.7618, 1.4711, 0.5636], [-2.9042, -0.4958, -0.5053], [-2.5174, -1.7474, -1.0462], [-3.9625, -0.4912, 0.6614], [-4.9668, 1.0698, 1.0301], [1.1946, 1.7793, -0.5802], [2.2727, 1.9235, -1.1974], [0.5150, 2.8633, -0.3014], [4.6865, 1.7126, 0.7269], [3.9392, 1.2519, -0.6281], [3.4303, -2.0167, -0.1313], [2.5551, -1.7914, 1.2154], [1.0704, -1.8447, -0.4217], [2.1248, -0.7760, -1.7466], [0.9004, 0.4906, 0.9884], [-0.5228, -0.7816, -1.1599], [-3.3245, 0.1430, -1.2412], [-3.3360, -2.0672, -1.6052], [-2.5906, -2.5579, -0.3562], [-4.8535, -1.1039, 0.3286], [-3.5546, -0.8927, 1.5935], [-3.9351, 2.1488, 1.1128], [-0.2734, 2.6289, 0.3275]],
  "atomic_forces_ev_per_a": [[-3.1, -4.3, -2.9], [3.1, 1.5, 1.4], [-1.5, -0.3, -0.9], [1.1, 1.0, -0.1], [-1.6, -2.4, -2.6], [1.3, -3.4, 0.2], [0.6, 2.0, 1.1], [0.0, -0.4, -0.4], [-0.4, -0.5, 0.1], [-0.4, 2.6, 2.9], [-1.6, -3.1, 0.0], [-1.2, 0.1, -0.6], [2.5, 1.2, -0.3], [3.7, 1.4, -2.7], [-2.8, -0.5, 0.9], [-2.3, -0.4, 1.9], [2.0, 2.3, 2.6], [-0.3, -0.4, 0.4], [0.4, 0.3, -0.5], [-0.5, 0.3, 0.8], [1.4, 3.1, -0.8], [-1.3, 0.5, 3.5], [-0.5, 0.0, 0.0], [-0.2, -1.4, -0.9], [-0.6, 0.3, -1.2], [0.9, 0.6, -0.2], [0.8, 1.7, -0.4], [1.2, 0.2, 0.4], [0.0, 0.0, -0.2], [-1.7, -2.3, -0.1], [1.2, 0.3, -1.5]],
  "nbo_charge": [-0.823, 0.659, -0.624, -0.536, -0.379, -0.187, -0.594, 0.700, -0.679, -0.160, -0.828, -0.505, -0.102, 0.775, -0.619, -0.647, 0.390, 0.413, 0.252, 0.243, 0.214, 0.245, 0.237, 0.431, 0.226, 0.373, 0.370, 0.223, 0.216, 0.190, 0.525],
  "de_lowest_kcal_mol": 72.8,
  "e_homo_ev": -9.4,
  "orbital_gap_ev": 9.57,
  "smiles": "NC(=O)CC[C@H](NC(=O)[C@@H](N)CS)C(=O)O",
  "total_energy_ha": -1177.21875
}

Record 3
{
  "formula": "C19H33AuBBrF2N6OPS",
  "method": "ωB97M-V with the def2-TZVPD basis set",
  "species": ["Au", "N", "N", "C", "N", "S", "H", "H", "H", "H", "H", "F", "B", "F", "Br", "C", "C", "C", "C", "C", "C", "H", "H", "H", "H", "O", "P", "N", "C", "C", "C", "C", "N", "C", "C", "C", "C", "N", "C", "C", "C", "C", "H", "H", "H", "H", "H", "H", "H", "H", "H", "H", "H", "H", "H", "H", "H", "H", "H", "H", "H", "H", "H", "H", "H", "H"],
  "coordinates": [[-0.9100, 1.9845, 1.4481], [-3.0673, 2.9938, 3.3278], [-3.8584, 1.9033, 3.6550], [-3.4688, 0.6306, 3.4834], [-4.3595, -0.2839, 3.8861], [-1.9983, 0.0890, 2.8282], [-2.8420, 3.5209, 4.1602], [-3.5575, 3.5805, 2.6661], [-4.7833, 2.0722, 4.0167], [-5.2071, -0.0441, 4.3719], [-4.1213, -1.2556, 3.7940], [-3.6332, 2.7894, 0.5880], [-2.3698, 2.8432, 0.1937], [-2.0750, 3.3858, -0.9607], [4.8739, 1.3359, 4.8534], [3.2549, 1.5437, 3.9105], [2.1253, 1.9722, 4.5935], [0.9301, 2.1354, 3.9008], [0.9236, 1.8590, 2.5475], [2.0329, 1.4262, 1.8483], [3.2223, 1.2624, 2.5540], [2.1678, 2.1704, 5.6566], [0.0387, 2.4591, 4.4245], [1.9876, 1.1775, 0.7903], [4.1125, 0.9174, 2.0434], [-0.5466, 0.7395, -0.5690], [0.2479, -0.3004, -1.2959], [-0.4583, -0.5744, -2.7482], [-1.7102, 0.0469, -3.2023], [-2.5181, -1.1484, -3.6924], [-1.4566, -2.0382, -4.3597], [-0.1317, -1.7139, -3.6274], [1.8134, 0.2101, -1.4408], [1.9539, 1.5649, -2.0519], [3.3308, 1.5335, -2.7102], [3.4697, 0.0743, -3.1470], [2.8850, -0.6830, -1.9602], [0.3926, -1.7765, -0.5852], [1.2770, -1.9381, 0.5919], [0.8479, -3.2826, 1.1615], [-0.6704, -3.2853, 0.9520], [-0.8855, -2.5116, -0.3563], [-1.5142, 0.7366, -4.0290], [-2.1744, 0.6060, -2.3958], [-3.3144, -0.8628, -4.3794], [-2.9681, -1.6586, -2.8384], [-1.3698, -1.7898, -5.4172], [-1.7040, -3.0967, -4.2919], [0.6474, -1.4446, -4.3448], [0.2395, -2.5500, -3.0362], [1.8571, 2.3506, -1.3019], [1.1745, 1.7312, -2.8052], [4.1066, 1.7778, -1.9790], [3.4032, 2.2416, -3.5338], [4.4985, -0.2177, -3.3507], [2.8750, -0.1075, -4.0461], [3.6491, -0.8238, -1.1926], [2.4907, -1.6637, -2.2258], [1.1260, -1.1385, 1.3287], [2.3231, -1.9268, 0.2946], [1.1295, -3.3853, 2.2092], [1.3157, -4.0918, 0.5975], [-1.1619, -2.7686, 1.7787], [-1.0792, -4.2916, 0.8906], [-1.7322, -1.8280, -0.2771], [-1.0770, -3.1837, -1.1945]],
  "atomic_forces_ev_per_a": [[-0.2, -0.6, 0.2], [0.1, 0.1, 0.1], [0.2, -0.1, -0.1], [-0.1, 0.1, 0.0], [0.1, -0.1, 0.0], [-0.1, 0.2, 0.0], [0.0, 0.0, 0.1], [0.0, 0.0, 0.0], [-0.1, 0.0, 0.0], [0.0, 0.0, 0.0], [0.0, 0.0, 0.0], [-0.1, 0.0, -0.2], [0.2, 0.2, -0.2], [-0.1, 0.0, 0.1], [0.1, 0.0, 0.0], [0.0, 0.0, 0.0], [0.0, 0.0, 0.0], [0.0, 0.0, -0.1], [0.3, 0.1, 0.1], [-0.1, 0.0, -0.1], [0.0, 0.0, 0.0], [0.0, 0.0, 0.0], [0.1, 0.0, 0.0], [0.0, 0.1, 0.1], [0.0, 0.0, 0.0], [-0.1, 0.1, -0.1], [0.2, 0.0, -0.1], [-0.2, -0.1, -0.1], [0.1, -0.1, 0.0], [0.1, 0.0, 0.0], [0.0, 0.0, 0.1], [-0.1, 0.2, 0.0], [0.1, 0.1, -0.2], [0.1, -0.1, 0.0], [0.0, -0.1, 0.0], [0.0, 0.1, 0.0], [-0.1, 0.2, -0.1], [-0.1, -0.1, 0.4], [-0.2, -0.1, 0.0], [-0.1, 0.0, 0.0], [0.1, 0.0, 0.0], [0.3, -0.1, 0.0], [0.0, 0.0, 0.0], [0.0, 0.0, 0.0], [0.0, 0.0, 0.0], [0.0, 0.0, 0.0], [0.0, 0.0, 0.0], [0.0, 0.0, 0.0], [0.0, 0.0, 0.0], [0.0, 0.0, 0.0], [0.0, -0.1, 0.0], [0.0, 0.0, 0.0], [0.0, 0.0, 0.0], [0.0, 0.0, 0.0], [0.0, 0.0, 0.0], [0.0, 0.0, 0.0], [0.0, 0.0, 0.1], [0.0, 0.0, 0.0], [0.0, 0.0, 0.0], [0.0, 0.0, 0.0], [0.0, 0.0, 0.0], [0.0, 0.0, 0.0], [0.0, 0.0, 0.0], [0.0, 0.0, 0.0], [0.0, 0.1, 0.0], [0.0, 0.0, 0.0]],
  "mulliken_spin": [0.845, 0.028, 0.003, -0.015, 0.009, 0.206, 0.000, -0.005, 0.002, -0.001, 0.002, 0.032, 0.360, 0.021, 0.003, -0.012, 0.029, 0.027, 0.559, -0.123, 0.034, 0.005, 0.018, 0.057, 0.007, -0.125, 0.012, 0.004, -0.003, 0.000, 0.000, 0.000, 0.005, -0.002, 0.001, 0.000, 0.000, 0.000, 0.000, 0.000, -0.001, -0.002, 0.000, 0.007, 0.000, 0.000, 0.000, 0.000, 0.000, 0.000, 0.003, 0.001, 0.000, 0.000, 0.000, 0.000, 0.000, 0.000, 0.004, 0.000, 0.000, 0.000, 0.003, 0.000, -0.001, 0.000],
  "de_lowest_kcal_mol": 0.0,
  "s2": 2.01,
  "total_charge": 1,
  "e_homo_ev": [-10.9, -11.2],
  "orbital_gap_ev": [8.75, 5.99],
  "multiplicity": 3,
  "total_energy_ha": -4821.29170
}

Record 4
{
  "formula": "C6H10O",
  "method": "ωB97M-V with the def2-TZVPD basis set",
  "species": ["C", "C", "C", "C", "O", "C", "C", "H", "H", "H", "H", "H", "H", "H", "H", "H", "H"],
  "coordinates": [[2.3945, 0.4765, 0.5788], [1.4331, -0.5565, 0.1638], [0.1450, -0.5381, 0.9089], [-1.0711, -0.3987, -0.0100], [-2.2674, -0.8949, 0.5205], [-1.1560, 0.8099, -0.8965], [-0.8904, -0.5612, -1.4796], [3.4280, 0.1166, 0.5343], [2.2022, 1.0549, 1.4972], [2.3230, 1.1676, -0.2854], [0.1140, -0.8011, -1.8110], [0.0659, 0.1792, 1.7495], [0.0867, -1.5562, 1.3317], [-2.6073, -0.2406, 1.1449], [-2.1457, 1.2263, -1.0620], [-0.3552, 1.5465, -0.8574], [-1.6995, -1.0300, -2.0278]],
  "atomic_forces_ev_per_a": [[0.0, -0.1, 0.1], [0.0, 0.2, 0.3], [0.0, 0.1, -0.1], [0.3, 0.0, -0.2], [-0.1, 0.1, 0.2], [0.0, 0.2, 0.0], [0.0, -0.2, -0.1], [-0.1, 0.1, 0.0], [0.0, -0.1, -0.1], [0.0, -0.1, 0.1], [-0.2, 0.0, 0.0], [0.0, 0.0, -0.2], [0.0, 0.1, -0.1], [0.0, -0.1, -0.1], [0.1, -0.1, 0.0], [-0.1, -0.2, 0.0], [0.0, 0.1, 0.1]],
  "nbo_charge": [-0.796, 0.195, -0.606, 0.252, -0.696, -0.455, -0.432, 0.251, 0.183, 0.281, 0.246, 0.171, 0.281, 0.468, 0.223, 0.206, 0.228],
  "de_lowest_kcal_mol": 97.8,
  "e_homo_ev": -8.2,
  "orbital_gap_ev": 8.41,
  "total_energy_ha": -309.68652
}

Record 5
{
  "formula": "C30H25BrIrN6O4",
  "method": "ωB97M-V with the def2-TZVPD basis set",
  "species": ["Ir", "C", "C", "C", "C", "C", "C", "N", "N", "C", "C", "C", "C", "C", "N", "H", "H", "H", "H", "H", "H", "H", "H", "H", "C", "C", "O", "C", "C", "C", "C", "C", "C", "O", "H", "H", "H", "H", "H", "H", "H", "N", "C", "C", "N", "C", "C", "N", "H", "H", "H", "H", "H", "Br", "C", "C", "C", "C", "C", "C", "C", "O", "O", "H", "H", "H", "H"],
  "coordinates": [[-0.1638, 0.5655, 0.0463], [-1.7826, 2.6849, 5.1193], [-2.4478, 3.4677, 4.1841], [-2.3325, 3.2098, 2.8302], [-1.5425, 2.1452, 2.3832], [-0.8712, 1.3659, 3.3230], [-0.9920, 1.6359, 4.6772], [-1.4206, 1.8705, 0.9992], [-2.1298, 2.6834, 0.2242], [-1.8958, 2.5136, -1.0760], [-2.5498, 3.3115, -2.0435], [-2.2818, 3.1159, -3.3655], [-1.3645, 2.1200, -3.7623], [-0.7576, 1.3702, -2.7987], [-1.0145, 1.5595, -1.4869], [-1.8734, 2.8956, 6.1765], [-3.0615, 4.2961, 4.5133], [-2.8443, 3.8235, 2.1063], [-0.2416, 0.5571, 2.9974], [-0.4578, 1.0216, 5.3916], [-3.2407, 4.0643, -1.6934], [-2.7734, 3.7258, -4.1123], [-1.1406, 1.9374, -4.8026], [-0.0624, 0.5790, -3.0424], [3.4810, -0.7906, 2.1005], [1.9985, -0.7821, 1.9075], [1.4650, 0.2387, 1.4840], [1.1899, -1.9781, 2.2533], [1.7735, -3.0528, 2.8714], [1.0210, -4.1754, 3.2635], [-0.3602, -4.2345, 3.0341], [-0.9895, -3.1834, 2.4296], [-0.2473, -2.0148, 2.0138], [-0.8776, -1.0862, 1.4629], [3.8836, 0.1498, 1.7352], [3.9243, -1.6194, 1.5453], [3.7375, -0.9067, 3.1557], [2.8361, -3.0427, 3.0725], [1.5190, -5.0009, 3.7543], [-0.9220, -5.1071, 3.3382], [-2.0531, -3.1833, 2.2316], [-5.0923, -2.0147, -1.1276], [-3.7576, -2.0231, -1.3679], [-2.9051, -1.0487, -0.8184], [-1.6102, -1.0816, -1.0573], [-1.1063, -2.0503, -1.8297], [-1.9629, -2.9973, -2.3610], [-3.2732, -2.9959, -2.1374], [-5.5288, -1.2898, -0.5907], [-5.6643, -2.7110, -1.5709], [-3.2827, -0.2451, -0.1937], [-0.0398, -2.0532, -2.0064], [-1.5792, -3.7886, -2.9943], [3.6145, -2.2135, -1.6026], [3.9205, -0.5923, -2.5475], [4.9808, -0.6071, -3.4394], [5.3089, 0.5407, -4.1461], [4.5918, 1.7105, -3.9479], [3.5450, 1.7213, -3.0438], [3.1833, 0.5715, -2.3402], [2.0149, 0.7071, -1.4287], [1.7174, 1.8029, -0.9282], [1.2741, -0.3279, -1.1929], [5.5503, -1.5158, -3.5745], [6.1347, 0.5166, -4.8451], [4.8497, 2.6102, -4.4895], [2.9792, 2.6245, -2.8598]],
  "atomic_forces_ev_per_a": [[-0.1, 0.7, -0.7], [0.0, 0.0, 0.0], [0.0, 0.0, 0.0], [0.0, 0.0, 0.0], [0.0, -0.1, -0.1], [0.0, 0.0, 0.0], [0.0, 0.0, 0.0], [0.0, -0.2, 0.4], [0.1, -0.1, -0.1], [-0.1, 0.1, 0.0], [0.0, 0.0, 0.0], [0.0, 0.0, 0.0], [0.0, 0.0, 0.0], [0.0, 0.0, -0.1], [0.0, 0.0, 0.3], [0.0, 0.0, 0.0], [0.0, 0.0, 0.0], [0.0, 0.0, 0.0], [0.0, 0.0, 0.0], [0.0, 0.0, 0.0], [0.0, 0.0, 0.0], [0.0, 0.0, 0.0], [0.0, 0.0, 0.0], [0.0, 0.0, 0.0], [0.0, 0.0, 0.1], [-0.1, -0.1, 0.0], [0.0, 0.1, -0.1], [0.0, 0.1, -0.1], [0.0, -0.2, 0.0], [0.0, 0.0, 0.0], [0.1, 0.0, 0.0], [0.1, 0.0, 0.0], [0.0, 0.0, 0.0], [-0.1, -0.2, 0.1], [0.0, 0.0, 0.0], [0.0, 0.0, 0.0], [0.0, 0.0, 0.0], [0.0, 0.0, 0.0], [0.0, 0.0, 0.0], [0.0, 0.0, 0.0], [0.0, 0.0, 0.0], [0.1, 0.0, 0.0], [-0.2, -0.1, 0.0], [0.1, 0.2, 0.0], [0.1, -0.1, 0.0], [-0.1, 0.0, 0.0], [-0.1, 0.0, 0.0], [0.1, 0.0, 0.0], [0.0, 0.0, 0.0], [0.0, 0.0, 0.0], [0.0, 0.0, 0.0], [0.0, 0.0, 0.0], [0.0, 0.0, 0.0], [0.0, 0.0, 0.0], [0.1, 0.0, 0.0], [0.0, 0.0, 0.0], [0.0, 0.0, 0.0], [0.0, 0.0, 0.0], [0.0, 0.0, 0.0], [0.0, 0.1, 0.0], [0.0, -0.2, 0.2], [0.1, -0.1, -0.1], [0.0, 0.0, 0.1], [0.0, 0.0, 0.0], [0.0, 0.0, 0.0], [0.0, 0.0, 0.0], [0.0, 0.0, 0.0]],
  "mulliken_spin": [1.397, 0.090, -0.038, 0.106, -0.127, 0.081, -0.062, 0.282, 0.311, 0.003, 0.055, 0.007, 0.089, -0.005, 0.226, 0.006, -0.002, 0.014, 0.048, -0.002, 0.002, 0.001, 0.004, 0.014, -0.008, 0.031, 0.068, 0.096, -0.012, 0.267, -0.069, 0.239, 0.084, 0.375, 0.000, 0.002, 0.000, 0.007, 0.004, 0.004, 0.008, 0.001, 0.012, -0.017, 0.172, -0.014, 0.009, -0.006, 0.000, 0.000, 0.007, 0.010, 0.001, -0.001, -0.001, 0.000, 0.001, -0.001, 0.007, 0.003, 0.027, 0.129, 0.065, 0.000, 0.000, 0.000, 0.000],
  "de_lowest_kcal_mol": 0.0,
  "s2": 6.07,
  "total_charge": 1,
  "e_homo_ev": [-9.2, -10.7],
  "orbital_gap_ev": [5.70, 4.71],
  "multiplicity": 5,
  "total_energy_ha": -4465.78522
}

Record 6
{
  "formula": "C5H13NO",
  "method": "ωB97M-V with the def2-TZVPD basis set",
  "species": ["C", "C", "C", "N", "C", "C", "H", "H", "H", "H", "H", "H", "H", "H", "H", "H", "H", "O", "H", "H"],
  "coordinates": [[-3.0826, 0.1280, -0.9588], [-1.8980, -0.3853, -0.1982], [-0.6399, 0.0139, -0.4492], [0.4288, -0.2958, 0.3962], [1.6111, -1.0559, -0.1313], [2.7258, -1.1230, 0.8959], [-3.5139, -0.6970, -1.5384], [-3.9530, 0.3329, -0.3174], [-2.9263, 1.0417, -1.5174], [-2.0496, -0.7510, 0.8134], [-0.3014, 0.7056, -1.2152], [0.1322, -0.7879, 1.2337], [1.9269, -0.4283, -0.9767], [1.1737, -1.9492, -0.5656], [3.6554, -1.1640, 0.3306], [2.6719, -2.0941, 1.3940], [2.6710, -0.2798, 1.5730], [0.7458, 3.1355, 0.3158], [0.7835, 2.2665, 0.7405], [-0.1615, 3.3872, 0.1753]],
  "atomic_forces_ev_per_a": [[-1.2, -0.9, 0.6], [0.6, 1.9, 0.1], [0.1, -0.5, 0.4], [0.9, -0.3, 1.3], [-1.6, 2.4, -0.9], [-0.3, -1.4, -0.9], [0.3, 0.3, -0.6], [0.5, 0.2, 0.3], [0.3, -0.1, -0.5], [-0.2, -0.8, -0.3], [-0.5, -0.3, -0.6], [-0.3, 0.1, -0.1], [0.2, -0.3, 0.0], [0.7, -0.8, 0.2], [0.2, 0.3, 0.3], [0.0, 0.3, 0.5], [0.2, 0.0, 0.1], [0.9, 0.0, 0.0], [-0.4, 0.1, -0.2], [-0.5, -0.2, 0.1]],
  "nbo_charge": [-0.644, -0.273, -0.008, -0.640, -0.214, -0.627, 0.216, 0.212, 0.216, 0.193, 0.196, 0.352, 0.186, 0.184, 0.220, 0.208, 0.226, -0.958, 0.486, 0.470],
  "de_lowest_kcal_mol": 40.8,
  "e_homo_ev": -8.2,
  "orbital_gap_ev": 9.21,
  "smiles": "C/C=C/NCC.O",
  "total_energy_ha": -328.25390
}